(1)
The following is a quantum chemistry calculation of an isolated molecule of C4H12NO2PS, from OMol25.

CARTESIAN COORDINATES (ANGSTROEM)
S 1.33991 0.55146 -0.86977
P 0.12851 0.43448 0.92189
O 3.06841 -0.68630 0.73199
O -0.56608 1.93371 0.87143
N -1.05981 -0.62732 0.35605
C -2.14044 -0.41414 -0.59153
C 2.40143 -0.88776 -0.42913
C -0.76190 -2.04136 0.66845
C -0.41140 2.98787 -0.08010
H -0.16486 -2.65903 0.01818
H 2.94093 -1.05965 -1.29612
H 0.06098 -2.09165 1.50065
H 0.65538 3.22570 -0.09627
H -0.83504 2.62179 -1.10617
H -3.16850 -0.73027 -0.12448
H 1.85993 -1.79579 -0.26883
H -1.71438 -2.48018 1.03059
H -1.91278 -0.96783 -1.55720
H -2.12400 0.67091 -0.75973
H 3.28748 0.21004 0.72219
H -0.88377 3.80532 0.35792

Calculated values
Frontier orbital gap: 8.96 eV
HOMO: -8.3 eV
Spin multiplicity: 1
LUMO energy: 0.70 eV
Structure (SMILES): COP(SCO)N(C)C

Atom charges from the natural (NBO) analysis, given in e for atoms 1 to 2: S -0.263; P 1.248



(2)
The following is a quantum chemistry calculation of an isolated molecule of C4H12NO2PS2, from OMol25.

CARTESIAN COORDINATES (ANGSTROEM)
S 0.58652 0.46840 -0.60350
S -1.41044 -1.87042 1.13958
P -1.45297 -0.04459 0.43341
O -2.61775 0.22196 -0.69358
O -1.82411 1.17640 1.42266
N 1.40415 -0.83880 -0.09650
C 1.43716 -1.97878 -0.88209
C 1.93258 -0.78651 1.24103
C -2.69784 -0.69348 -1.77104
C -1.87716 2.51680 0.94803
H 1.24246 -1.46164 1.87997
H -2.16537 -0.17121 -2.64022
H 1.71874 0.22942 1.48541
H -3.72460 -0.91341 -1.86199
H 2.52979 -2.26213 -0.98480
H 2.98649 -1.08644 1.43076
H 0.94006 -2.73951 -0.28821
H -2.62035 3.14985 1.46446
H -0.92094 2.92566 0.89656
H 0.95389 -1.96598 -1.87387
H -2.17427 2.57058 -0.02398
H -2.08178 -1.54523 -1.40186

Calculated values
Frontier orbital gap: 8.66 eV
HOMO: -8.2 eV
Spin multiplicity: 1
LUMO energy: 0.49 eV
Structure (SMILES): COP(=S)(OC)SN(C)C

Atom charges from the natural (NBO) analysis, given in e for atoms 1 to 2: S 0.183; S -0.556



(3)
The following is a quantum chemistry calculation of a cluster of 2 separate species, C4H12NO2S in total, from OMol25.

CARTESIAN COORDINATES (ANGSTROEM)
S 0.15861 1.38184 2.71365
O 1.31729 2.73903 -1.43326
O 0.86806 -1.83835 1.70803
N -0.63699 -0.09718 -1.05369
C -0.11246 -0.07321 0.33651
C -0.35704 -1.37554 1.11747
C 0.19370 -0.95696 -1.94332
C -0.69531 1.11453 1.09490
H 0.36511 2.54551 -1.50954
H 0.96252 0.10531 0.34001
H -0.61586 1.95304 0.39435
H -0.63166 -2.19052 0.43901
H -0.04718 -0.62747 -2.94992
H 1.24380 -0.81613 -1.69815
H -1.54095 -0.54212 -0.98084
H 0.99401 -1.34418 2.53308
H -1.13882 -1.27355 1.87152
H 1.42151 2.27482 -0.56435
H 0.00560 -2.01685 -1.73651
H -1.75393 1.03798 1.32103

Calculated values
Frontier orbital gap: 6.50 eV
Total charge: -1
HOMO: -2.9 eV
Spin multiplicity: 1
LUMO energy: 3.64 eV

Atom charges from the natural (NBO) analysis, given in e for atoms 1 to 2: S -0.727; O -0.954



(4)
The following is a quantum chemistry calculation of a cluster of 2 separate species, C4H12NO2S in total, from OMol25.

CARTESIAN COORDINATES (ANGSTROEM)
S -4.33545 -1.73619 0.95033
O 1.83035 0.19893 -0.85481
O 5.61502 2.98654 0.20063
N 0.29509 -0.63691 0.86495
C 0.74222 0.58387 0.04301
C -2.16966 -0.51908 -0.06481
C -0.90549 -1.44340 0.22190
C -3.38896 -1.19648 -0.50408
H 2.48637 -0.37562 -0.48267
H -0.06726 0.96574 -0.76525
H -1.89813 0.14413 -0.94285
H -0.50867 -1.89628 -0.66933
H -0.09825 -0.05933 1.79118
H -2.36035 0.01191 0.90702
H -3.31053 -2.16455 -0.96936
H -3.98085 -0.27399 -1.09605
H 5.70451 3.59849 -0.64376
H 6.40191 2.48464 0.09701
H 1.07529 1.41045 0.76613
H -1.12716 -2.08285 1.15080

Calculated values
Frontier orbital gap: 4.62 eV
Total charge: -1
HOMO: -2.3 eV
Spin multiplicity: 1
LUMO energy: 2.29 eV

Atom charges from the natural (NBO) analysis, given in e for atoms 1 to 2: S -0.728; O -0.770



(5)
The following is a quantum chemistry calculation of a cluster of 2 separate species, C4H12NO3 in total, from OMol25.

CARTESIAN COORDINATES (ANGSTROEM)
O 2.00360 -2.06246 0.81266
O -1.35440 0.98407 -1.22055
O -1.73459 -0.75366 -3.14819
N -0.84979 -0.98933 0.78268
C 1.51706 -0.84479 1.41090
C 0.40665 -0.25471 0.58133
C 0.19415 1.25060 0.65708
C -0.37690 1.77628 -0.70075
H 1.21023 -2.58369 0.60810
H -1.40568 -0.76746 -0.05711
H -1.37602 -0.60779 1.57017
H 0.51657 1.78752 -1.36549
H -1.27168 -1.39528 -2.60516
H 0.65281 -0.46946 -0.46624
H 1.11981 1.81692 0.83888
H -0.71688 2.82181 -0.47733
H 2.37062 -0.17702 1.43219
H 1.18886 -1.13487 2.42336
H -0.42946 1.51803 1.52332
H -1.66497 0.08526 -2.59985

Calculated values
Frontier orbital gap: 7.30 eV
Total charge: -1
HOMO: -3.5 eV
Spin multiplicity: 1
LUMO energy: 3.78 eV

Atom charges from the natural (NBO) analysis, given in e for atoms 1 to 2: O -0.749; O -0.987



(6)
The following is a quantum chemistry calculation of a cluster of 2 separate species, C4H12NO3 in total, from OMol25.

CARTESIAN COORDINATES (ANGSTROEM)
O -0.18763 3.66591 -0.74221
O 1.35208 -1.85684 -2.39553
O -1.25539 1.38681 0.21645
N 0.04331 -0.88605 -0.66939
C 0.17450 -0.06348 1.69150
C 0.20799 -1.26124 0.71678
C -0.78854 1.16054 1.48927
C 0.13379 -1.89365 -1.67231
H 0.19271 3.51730 -1.61680
H -0.70337 -1.76114 -2.36537
H 1.82668 -1.07273 -2.09414
H 1.19494 -1.70461 0.84379
H 1.16441 0.34931 1.58068
H -0.46477 2.77919 -0.44028
H -0.50423 -2.04890 0.99786
H 0.02348 -0.40170 2.71318
H -0.18854 2.03646 1.74358
H -0.02495 -2.91092 -1.30386
H -1.64716 1.10263 2.16459
H -0.54932 -0.13692 -0.85778

Calculated values
Frontier orbital gap (spin up / spin down): 10.07 / 6.85 eV
HOMO (spin up / spin down): -9.4 / -9.3 eV
Spin multiplicity: 2
LUMO energy (spin up / spin down): 0.71 / -2.49 eV
Expectation value of S²: 0.754

Atom charges from the natural (NBO) analysis, given in e for atoms 1 to 2: O -0.960; O -0.733



(7)
The following is a quantum chemistry calculation of a cluster of 2 separate species, C4H12NO3 in total, from OMol25.

CARTESIAN COORDINATES (ANGSTROEM)
O 0.69979 -1.71677 0.20502
O -2.06899 -1.19789 -0.58906
O 0.78917 -0.11086 1.72142
N -2.84713 0.68269 0.64426
C 1.46935 0.51847 -0.48330
C 0.86912 -0.44577 0.46529
C -1.76442 0.11844 -0.31178
C 2.99976 0.33956 -0.43969
H 0.54718 -0.86970 2.28059
H -3.04611 -0.05039 1.33288
H -1.77521 0.76556 -1.19751
H -2.47625 1.50867 1.11984
H 0.68036 -1.95322 -0.73212
H 1.21830 1.53152 -0.17623
H -2.78779 -1.31871 -1.23382
H 3.29162 -0.65307 -0.77201
H 1.10007 0.34307 -1.49258
H 3.37072 0.49304 0.57045
H -3.73129 0.94016 0.17886
H 3.46176 1.07518 -1.09052

Calculated values
Frontier orbital gap: 7.78 eV
Total charge: +1
HOMO: -11.0 eV
Spin multiplicity: 1
LUMO energy: -3.18 eV

Atom charges from the natural (NBO) analysis, given in e for atoms 1 to 2: O -0.621; O -0.746



(8)
The following is a quantum chemistry calculation of a cluster of 2 separate species, C4H12NO3 in total, from OMol25.

CARTESIAN COORDINATES (ANGSTROEM)
O 1.79601 0.61656 -1.62960
O 1.01248 -1.29328 -2.45072
O -3.07734 -1.81234 1.18392
N 1.58083 1.57607 0.70362
C -0.43214 -0.15561 -1.01803
C -0.18730 -0.16451 0.50293
C 0.89796 -0.19882 -1.71410
C 0.14480 1.19117 1.07176
H -1.08761 -0.48707 0.98480
H 0.10121 1.27358 2.14643
H 2.26280 0.93786 1.10541
H -0.44513 1.98746 0.65540
H -1.08495 0.67024 -1.26011
H -2.83184 -2.29899 1.97953
H -3.40688 -2.47717 0.57095
H 0.45616 -0.96315 0.89953
H 1.69514 -1.30919 -3.13930
H 1.74185 1.45597 -0.32424
H -0.94847 -1.07234 -1.29440
H 1.81243 2.52357 1.02625

Calculated values
Frontier orbital gap: 11.69 eV
Total charge: +1
HOMO: -14.7 eV
Spin multiplicity: 1
LUMO energy: -2.97 eV

Atom charges from the natural (NBO) analysis, given in e for atoms 1 to 2: O -0.635; O -0.656



Energy above the lowest of the compared OMol25 structures with the same formula, charge and spin for the records above, in order: 65.3 0.0 12.9 68.4 9.8 15.2 78.5 2.7 kcal/mol
Total energy for the records above, in order: -1104.34065 -1502.55706 -763.04475 -762.95622 -440.09254 -439.96689 -439.74944 -439.87019 hartree